[1]
Computed, not measured: a structure of composition C26H60N2O16P in a non-equilibrium geometry, with ωB97M-V/def2-TZVPD.

The geometry in XYZ format:
```
105
Properties=species:S:1:pos:R:3:forces:R:3:lowdin_charge:R:1
N 0.154068 -0.951132 -1.003496 6.08 3.90 6.52 0.3506
H -0.142344 -0.322543 -0.219677 0.59 0.76 -1.71 0.1371
H 0.054152 -0.832182 -1.919079 0.45 1.70 -4.80 0.0216
H -0.396934 -1.625912 -0.850677 -5.36 -7.66 1.10 -0.0440
H 1.062606 -1.450529 -0.710952 -0.54 0.74 -1.33 0.1390
N 1.671356 -4.740378 0.268671 -1.51 -11.60 7.69 0.0390
H 2.608099 -4.633597 -0.079955 1.28 -0.78 1.61 0.1040
H 1.179141 -4.011802 0.607149 -0.97 2.46 1.97 -0.0140
H 1.482892 -5.484408 1.049666 -0.01 -0.67 -1.10 0.1288
H 1.253355 -4.677868 -0.651540 -2.83 -3.15 -0.62 0.0343
P 1.648620 -3.583599 -2.101495 -5.55 -1.01 -4.76 -0.2197
O 2.109445 -4.854732 -2.691703 1.71 -1.76 -0.52 -0.3651
O 0.068036 -3.794781 -1.800470 -0.27 0.59 0.34 -0.4666
O 1.839860 -2.335050 -2.834448 0.71 3.96 -2.16 -0.3685
O 2.049275 -3.453106 -0.698133 6.66 13.12 -2.06 -0.4435
O -2.188447 0.310236 0.836367 -2.05 -4.82 -4.35 -0.0504
C -3.260279 -0.249752 0.649024 0.01 -0.73 -0.66 -0.3721
O -3.440113 -1.668657 0.574590 -5.33 5.93 -0.31 -0.0090
C -2.439463 -2.518522 0.398799 3.04 0.29 -2.16 -0.3359
C -2.860334 -3.899491 0.298436 5.39 -2.24 4.36 -0.0288
C -4.548499 0.543489 0.520745 -2.96 -1.85 0.94 -0.0015
H -1.882507 -2.246379 1.220349 2.18 -0.77 1.63 0.0584
H -1.836171 -2.248549 -0.505514 -0.71 -0.57 0.46 0.1204
H -3.643708 -4.105240 -0.212894 -4.53 -0.85 -5.12 0.0078
H -3.324045 -4.318777 1.196646 0.68 0.42 1.11 0.0881
H -1.922516 -4.551939 0.104446 -1.71 1.02 -0.29 0.1339
H -5.281103 0.067441 1.336059 1.43 1.03 -1.58 0.1450
H -5.021982 0.219626 -0.463412 0.63 0.50 1.03 0.1165
H -4.569856 1.715594 0.624454 0.58 -4.67 0.99 0.0651
O 1.261150 -3.470278 4.409399 0.38 -1.01 1.83 0.1627
C 0.775779 -2.637082 3.744652 -0.30 3.01 -2.99 -0.5268
O 0.654489 -1.280670 3.996694 0.72 0.50 0.78 -0.0289
C 0.796953 -0.893903 5.352354 -4.96 -1.98 0.42 -0.2432
C 0.309209 0.468166 5.731488 -4.31 3.17 0.25 -0.0886
C 0.364809 -2.722180 2.309527 1.55 -0.66 -1.53 0.0332
H 1.658356 -0.753701 5.798185 5.69 -1.14 0.96 0.0595
H 0.241191 -1.775740 5.842351 0.81 1.80 0.38 0.1590
H 0.636805 1.381266 5.085232 -0.48 -1.94 0.92 0.0984
H 0.406179 0.825540 6.797473 1.28 -1.01 -0.84 0.0882
H -0.847016 0.510182 5.851251 1.43 0.05 -1.22 0.0810
H 0.079698 -3.727481 2.145223 -0.04 -1.44 -0.21 0.0664
H 1.373897 -2.584048 1.616251 -2.87 0.37 1.65 0.1537
H -0.587621 -2.226800 2.039662 1.60 0.68 0.35 0.0650
O 5.198564 1.974371 -2.115032 -1.48 -0.22 0.11 0.0820
C 4.130456 1.670397 -2.627552 1.25 0.43 0.19 -0.5008
O 3.913143 2.030856 -3.901091 -3.22 -0.42 -0.35 -0.0004
C 4.291780 3.210625 -4.450411 6.86 3.77 0.26 -0.3508
C 3.513895 3.884468 -5.518285 -1.61 -1.01 -2.99 -0.1073
C 3.063193 0.776812 -2.039487 -1.25 -0.82 -2.60 0.0239
H 5.396963 3.057098 -4.735132 -1.35 -0.28 -1.01 0.1357
H 4.734129 4.109720 -3.840972 -1.90 -1.65 0.87 0.1482
H 3.899934 4.834531 -6.012883 0.56 -1.47 0.92 0.0940
H 2.554254 4.267811 -5.171692 -0.34 -0.51 0.20 0.0474
H 3.327188 3.108746 -6.376394 0.01 1.55 1.33 0.1091
H 2.102472 1.259431 -1.696932 1.42 -0.02 -0.19 0.0729
H 3.670291 0.366894 -1.278304 -0.33 -1.16 1.25 0.0425
H 2.658305 -0.051354 -2.842566 1.40 1.64 2.00 0.1417
O 1.949705 0.516440 1.035364 -2.46 1.93 -0.53 0.1211
C 2.903028 0.232163 1.662116 2.18 -1.38 1.10 -0.5370
O 3.478800 0.920420 2.693515 0.29 -1.36 -1.30 0.0069
C 2.840365 2.055521 3.184956 3.16 3.17 -2.53 -0.2336
C 3.683473 2.597731 4.316050 1.79 -3.31 -2.03 -0.0384
C 3.603932 -1.022307 1.327742 4.40 -0.49 -0.96 0.0067
H 1.933265 1.784775 3.463848 -4.29 -1.13 1.70 0.0334
H 2.629919 2.847064 2.352820 0.77 -1.25 1.20 0.1709
H 4.705820 2.878232 4.055482 0.24 -0.89 -0.57 0.0939
H 3.711713 1.923305 5.140125 -0.04 -0.39 0.74 0.0764
H 3.391469 3.497920 4.545003 -2.51 4.79 1.92 0.0126
H 3.119528 -1.623120 0.624053 -1.55 -0.65 -1.18 0.0227
H 3.894414 -1.723408 2.110637 0.03 0.57 0.52 0.0876
H 4.619126 -0.862840 0.682116 -2.08 0.21 1.81 0.1582
O -0.105709 2.045144 -1.959899 -1.57 1.38 0.37 0.0798
C -0.930042 2.671458 -2.615547 -1.08 -1.01 0.78 -0.4980
O -2.254512 2.925020 -2.303402 4.07 2.31 -2.44 0.0147
C -2.738213 2.574404 -1.090754 -2.81 2.49 1.30 -0.2873
C -4.221467 2.873932 -1.100854 -1.14 -3.17 -2.07 -0.0492
C -0.640460 2.948136 -4.031641 3.39 1.37 -1.04 0.0032
H -2.368984 2.998191 -0.179277 1.03 0.42 0.16 0.1303
H -2.765033 1.605350 -1.126381 1.02 -5.34 1.13 0.0140
H -4.856407 2.529635 -2.067008 1.72 -0.05 2.41 0.1509
H -4.274678 3.841692 -1.218526 -0.76 5.56 0.06 0.0153
H -4.619430 2.503754 -0.154316 -0.36 2.01 -1.91 0.0209
H -0.141770 2.026209 -4.453297 -0.65 1.53 0.12 0.1119
H 0.128317 3.773958 -4.092209 0.10 -1.01 0.65 0.1034
H -1.292494 3.480269 -4.667662 -1.92 -0.46 -0.51 0.0737
C -1.385165 -0.012772 -3.856809 -1.33 2.81 0.27 0.0092
C -2.777532 -0.238601 -3.242854 -1.32 3.21 1.47 -0.3029
O -3.429777 0.718308 -2.586775 3.16 -6.02 -4.17 -0.0340
C -3.345338 -1.582087 -3.389586 -0.05 -1.20 1.52 -0.0205
H -1.128073 -0.159222 -4.939080 -1.24 0.27 0.67 0.1305
H -0.607998 -0.585202 -3.449735 0.75 -1.36 0.92 0.0514
H -1.232939 1.030876 -3.492352 0.15 -2.00 -1.27 0.0260
H -3.827853 -1.676500 -4.329065 -1.14 0.34 -0.90 0.0788
H -4.010942 -1.690281 -2.520195 -0.24 -0.44 -0.62 0.0896
H -2.664065 -2.459115 -3.474155 0.30 0.92 0.62 0.1144
C -3.005521 0.115150 3.574727 0.23 0.26 0.06 0.0244
C -2.481727 1.150312 2.595352 -2.15 4.32 -1.75 -0.3875
O -3.303452 1.976863 2.046399 2.81 -1.25 4.03 -0.0684
C -0.981540 1.272788 2.242207 -5.21 -0.41 -9.97 -0.0019
H -3.200992 -0.822903 3.020727 0.06 0.31 0.59 0.0965
H -3.870035 0.433396 4.180038 -0.03 0.08 -0.94 0.0988
H -2.246117 -0.012431 4.322423 0.65 -0.68 0.20 0.0425
H -0.846858 2.054678 1.216441 -0.27 -2.21 3.67 0.1965
H -0.553528 0.314870 1.925366 -0.16 0.29 0.22 0.0709
H -0.485268 1.441686 2.968903 6.46 3.39 9.50 -0.0678
```
Positions in Å, forces in eV/Å.

Its total charge is -1. As for the relative energy (zero: lowest compared OMol25 entry of this formula, charge and spin): 3.648 eV. The calculation puts the largest force on an atom at 14.86 eV Å⁻¹. The value obtained for the lowest unoccupied orbital energy is 2.01 eV. The value obtained for the HOMO-LUMO gap is 0.18772 Eh. The value obtained for the HOMO energy is -3.1 eV.

***

[2]
Computed, not measured: a structure of composition C4H15O4Ti2 in a non-equilibrium geometry, with ωB97M-V/def2-TZVPD.

The geometry in XYZ format:
```
25
Properties=species:S:1:pos:R:3:forces:R:3:lowdin_charge:R:1
Ti -18.394431 1.593484 8.797237 2.27 2.17 0.47 0.9015
Ti -16.425099 3.972645 8.490244 -1.72 -2.53 1.02 0.8980
O -16.702621 2.355889 10.128323 0.07 0.74 -2.24 -0.6020
H -15.811978 2.020857 10.349769 -0.21 -0.08 -1.04 0.0061
C -18.923708 4.039161 12.032906 0.64 0.72 -0.18 -0.1703
O -18.552381 2.701275 11.980654 -0.57 -1.43 0.15 -0.1416
H -19.361288 4.222911 13.014172 -0.47 0.10 -0.39 0.0986
H -18.051414 4.689709 11.969800 0.36 0.18 0.14 0.0714
H -19.518779 4.308731 11.160368 -0.71 0.19 0.34 0.0700
H -17.877830 2.547402 11.315142 0.38 0.37 0.20 -0.0342
C -15.488573 -0.662018 10.642732 -0.53 -0.36 0.14 -0.1283
O -16.108672 0.237274 11.574366 0.85 -0.62 -0.43 -0.1233
H -14.778433 -0.215035 9.947022 0.27 0.40 0.24 0.0792
H -14.988101 -1.470587 11.175508 -0.08 0.22 0.08 0.0921
H -16.261188 -1.105693 10.014793 -0.14 -0.35 -0.10 0.0682
H -16.393812 0.974533 11.029625 -0.69 -0.64 0.82 -0.0369
C -14.437711 3.669893 14.253635 -0.24 0.00 -1.11 -0.0684
C -15.430291 3.167639 13.154819 1.51 0.23 1.81 -0.2801
O -14.926726 3.498504 11.847004 -0.15 -0.12 0.33 -0.0941
H -13.436212 3.240984 14.219785 -0.11 -0.33 -0.41 0.0711
H -14.817637 3.427410 15.246085 -0.24 0.35 -0.07 0.0767
H -14.295732 4.736945 14.082334 -0.14 0.14 0.49 0.0706
H -16.381181 3.656648 13.366453 -0.14 -0.08 -0.31 0.0970
H -15.517909 2.091463 13.304061 -0.26 -0.08 -0.46 0.1058
H -15.554307 3.075975 11.256071 0.05 0.79 0.51 -0.0272
```
Positions in Å, forces in eV/Å.

Its total charge is +1. As for the relative energy (zero: lowest compared OMol25 entry of this formula, charge and spin): 3.043 eV. The calculation puts the largest force on an atom at 3.23 eV Å⁻¹. The value obtained for the lowest unoccupied orbital energy (spin up / spin down) is -6.01 / -5.35 eV. The spin multiplicity is 7. The value obtained for the HOMO-LUMO gap (spin up / spin down) is 0.16391 / 0.28009 Eh. The value obtained for the HOMO energy (spin up / spin down) is -10.5 / -13.0 eV.

***

Number 1: energy -72945.699 eV. Number 2: energy -58794.837 eV.